Here is a molecular structure, C32H41F2Ge2NSiTl from OMol25. Energies are from the ωB97M-V functional and the def2-TZVPD basis.

Element x y z (Å)
Tl  -0.7553  -0.1996  -0.6897
C  -0.5982  -2.2435  4.6003
C  -1.2040  -2.1851  3.1974
Ge  -0.6455  -0.6469  1.9884
C  -1.2759  1.0625  2.8611
C  -0.8319  1.3784  4.2894
C  1.3208  -0.5783  2.3096
C  2.3474  -0.3943  1.4619
Ge  1.9279  -0.2278  -0.5137
C  2.5112  -1.9166  -1.4692
C  3.9777  -2.3253  -1.6147
C  2.7511  1.3780  -1.4376
C  4.2540  1.6603  -1.4755
C  3.7487  -0.3645  1.9676
C  4.0744  -0.2984  3.3284
C  5.3905  -0.2885  3.7585
C  6.4364  -0.3363  2.8462
C  6.1398  -0.3882  1.4937
C  4.8195  -0.3978  1.0728
H  -0.9183  -3.1470  5.1295
H  -0.8985  -1.3873  5.2010
H  0.4922  -2.2568  4.5581
H  -2.2970  -2.1581  3.2660
H  -0.9480  -3.1057  2.6632
H  -2.3685  1.0726  2.7958
H  -0.9336  1.8570  2.1922
H  -1.2828  0.6961  5.0097
H  -1.1297  2.3925  4.5753
H  0.2540  1.3095  4.3903
H  1.5705  -0.7181  3.3645
H  2.0663  -1.8144  -2.4647
H  1.9599  -2.7233  -0.9760
H  4.5653  -1.5392  -2.0952
H  4.0648  -3.2233  -2.2346
H  4.4292  -2.5479  -0.6481
H  2.2334  2.2416  -1.0118
H  2.3803  1.2779  -2.4628
H  4.6522  1.8449  -0.4780
H  4.4568  2.5469  -2.0845
H  4.8074  0.8275  -1.9154
H  3.2901  -0.2425  4.0720
H  5.6039  -0.2389  4.8201
H  7.4649  -0.3272  3.1857
H  6.9356  -0.4162  0.7583
H  4.5980  -0.4356  0.0190
F  -0.0095  0.6778  -6.1007
C  -0.5524  -0.1635  -5.1931
C  -0.4680  0.1186  -3.8482
C  -1.0413  -0.7376  -2.9144
C  -1.7074  -1.8988  -3.3551
C  -1.7409  -2.1459  -4.7265
F  -2.3331  -3.2571  -5.2411
C  -1.1797  -1.3002  -5.6593
C  -2.3456  -2.7725  -2.3353
C  -3.0911  -3.9227  -2.6209
C  -3.6504  -4.6511  -1.5853
C  -3.4681  -4.2316  -0.2772
C  -2.7214  -3.0839  -0.0758
N  -2.1843  -2.3901  -1.0656
H  0.0465  1.0203  -3.5283
H  -1.2320  -1.5320  -6.7136
H  -3.2382  -4.2523  -3.6353
H  -4.2269  -5.5420  -1.8021
H  -3.8879  -4.7757  0.5582
H  -2.5349  -2.6919  0.9206
C  -2.7454  5.6741  -1.0927
Si  -3.6896  4.1240  -0.5653
C  -4.3497  4.3689  1.1891
C  -5.1566  3.8778  -1.7324
C  -2.5983  2.6624  -0.6388
C  -1.8726  1.6837  -0.6906
H  -3.3820  6.5624  -1.0715
H  -2.3603  5.5572  -2.1077
H  -1.8941  5.8510  -0.4324
H  -4.9780  5.2599  1.2659
H  -3.5275  4.4710  1.9005
H  -4.9463  3.5067  1.4944
H  -5.8160  4.7496  -1.7462
H  -5.7461  3.0111  -1.4267
H  -4.8079  3.6992  -2.7515

Forces on the atoms, in the same order (eV/Å):
Tl 0.8423 -0.1052 0.1862
C -0.0283 -0.0237 -0.1168
C 0.0420 0.1800 -0.2733
Ge -0.0940 0.0909 0.2311
C 0.0309 -0.2189 -0.1395
C -0.0064 -0.0413 -0.1369
C -0.1647 -0.0545 -0.0840
C -0.2564 0.0664 -0.2927
Ge 0.0742 0.0605 -0.1651
C -0.1003 0.2697 0.1298
C -0.1430 0.0398 -0.0118
C -0.0324 -0.2547 0.2385
C -0.1421 -0.0233 -0.0254
C 0.2592 0.0064 0.0325
C 0.0046 0.0453 0.0300
C -0.0051 -0.0087 0.0488
C 0.0292 -0.0086 -0.0403
C 0.0643 0.0070 0.0194
C -0.1805 -0.0352 0.0552
H 0.0295 0.0125 0.0289
H 0.0347 0.0347 0.0498
H -0.0029 -0.0068 0.0432
H 0.0041 -0.0104 -0.0143
H -0.0379 0.0154 -0.0351
H 0.0106 0.0102 -0.0329
H -0.0384 -0.0359 -0.0599
H 0.0279 -0.0183 0.0560
H 0.0414 -0.0010 0.0328
H -0.0087 0.0015 0.0516
H 0.0364 0.0045 -0.0267
H -0.0429 0.0094 0.0172
H -0.0466 0.0272 -0.0046
H 0.0516 -0.0219 0.0302
H 0.0483 0.0080 0.0022
H 0.0553 0.0029 -0.0014
H -0.0504 -0.0216 -0.0191
H -0.0490 0.0014 0.0137
H 0.0497 -0.0093 -0.0060
H 0.0533 -0.0113 0.0058
H 0.0555 0.0204 0.0323
H 0.0047 0.0126 -0.0223
H -0.0113 0.0094 -0.0030
H -0.0065 0.0061 0.0036
H -0.0067 -0.0070 0.0098
H 0.0441 -0.0026 -0.0874
F 0.0484 0.0582 -0.0401
C -0.0887 -0.1522 0.0961
C 0.0680 0.1209 0.1740
C -0.1621 -0.2448 0.0242
C 0.1352 0.2222 0.0735
C 0.1076 0.1845 0.0923
F -0.0544 -0.0688 0.0086
C 0.0025 -0.0386 -0.1735
C -0.1384 -0.2075 0.1312
C -0.0505 -0.1014 -0.0661
C 0.0560 0.1016 0.0583
C -0.0404 -0.0723 -0.0020
C -0.0006 -0.0014 0.0282
N -0.1720 -0.2929 -0.0836
H -0.0154 0.0006 -0.0294
H 0.0016 0.0137 0.0135
H 0.0267 0.0438 -0.0002
H 0.0007 0.0020 -0.0167
H 0.0107 0.0263 0.0137
H -0.0077 -0.0098 -0.0351
C -0.0842 -0.1809 0.0592
Si -0.0627 0.0227 -0.0300
C 0.1067 -0.0510 -0.1782
C 0.1656 0.0324 0.1213
C -0.1904 0.3265 0.0263
C -0.1580 0.3243 -0.0096
H -0.0346 -0.0222 0.0158
H 0.0048 -0.0182 0.0072
H -0.0002 -0.0235 -0.0003
H 0.0028 0.0105 -0.0488
H 0.0086 -0.0158 -0.0158
H 0.0194 -0.0121 -0.0066
H 0.0207 0.0173 0.0294
H 0.0211 -0.0090 0.0029
H 0.0140 -0.0072 0.0104

LUMO energy, eV: 2.560
Max |F|, Eh/bohr: 0.0169
Spin multiplicity: 1
Charge: -1



Here is a molecular structure, C32H42BF6N8O7S3Tl in a non-equilibrium geometry from OMol25. Energies are from the ωB97M-V functional and the def2-TZVPD basis.

Element x y z (Å)
Tl  0.1165  -0.7866  -0.1886
C  -3.6687  -2.8524  1.6260
C  -2.8229  -1.6351  2.0046
C  -2.9847  -1.2946  3.4866
C  -3.1453  -0.4479  1.1381
C  -4.3882  0.1597  0.8812
C  -4.0898  1.1779  0.0034
N  -2.7660  1.1866  -0.2165
N  -2.1796  0.1874  0.4882
B  -2.0171  2.1100  -1.2074
N  -1.6129  1.3678  -2.5202
C  -2.3799  1.2736  -3.6142
C  -1.6901  0.5524  -4.5675
C  -0.4847  0.2061  -3.9312
N  -0.4587  0.6795  -2.6851
C  0.6827  -0.5711  -4.4844
C  0.7171  -2.0121  -3.9654
C  0.6714  -0.5658  -6.0098
N  -0.7766  2.7692  -0.5433
C  -0.4104  4.0555  -0.7106
C  0.6285  4.3261  0.1473
C  0.8333  3.1105  0.8371
N  -0.0095  2.1808  0.4100
C  1.7707  2.8539  1.9884
C  1.9251  1.3687  2.3021
C  1.2777  3.6062  3.2318
H  -3.3939  -3.7136  2.2406
H  -3.5060  -3.1200  0.5804
H  -4.7342  -2.6412  1.7690
H  -1.7746  -1.8866  1.8318
H  -4.0281  -1.0456  3.7105
H  -2.3645  -0.4366  3.7591
H  -2.6884  -2.1436  4.1111
H  -5.3632  -0.1300  1.2429
H  -4.7314  1.8848  -0.4994
H  -2.7766  3.0006  -1.5320
H  -3.3646  1.7151  -3.6425
H  -2.0250  0.3002  -5.5611
H  1.5985  -0.0721  -4.1542
H  -0.1713  -2.5556  -4.2998
H  0.7166  -2.0568  -2.8793
H  1.6050  -2.5363  -4.3351
H  -0.2014  -1.1095  -6.3859
H  1.5660  -1.0589  -6.4003
H  0.6322  0.4512  -6.4091
H  -0.9141  4.6793  -1.4337
H  1.1768  5.2501  0.2524
H  2.7465  3.2664  1.7109
H  0.9595  0.9266  2.5645
H  2.6089  1.2172  3.1420
H  2.3124  0.8133  1.4436
H  0.2833  3.2441  3.5075
H  1.2067  4.6811  3.0475
H  1.9521  3.4406  4.0794
F  4.2118  -2.8715  3.0478
C  3.3137  -1.8866  2.9613
F  3.2446  -1.4827  1.6963
F  3.7503  -0.8590  3.6926
S  1.6589  -2.4316  3.5997
O  0.7187  -1.6758  2.8019
O  1.7614  -2.1532  5.0012
N  1.6190  -3.9902  3.3531
S  1.1005  -4.5083  1.9262
O  1.7435  -3.8640  0.8082
O  -0.3155  -4.7421  1.8788
C  1.8464  -6.1636  1.9955
F  1.5027  -6.8140  0.8864
F  1.4117  -6.8597  3.0465
F  3.1750  -6.0940  2.0508
C  8.9904  -0.0933  -0.5487
C  7.5834  0.4247  -0.7066
C  7.3370  1.7322  -1.1077
C  6.0359  2.2137  -1.2409
C  4.9733  1.3678  -0.9870
C  5.1955  0.0583  -0.5695
C  6.4928  -0.4036  -0.4357
S  3.3192  2.0476  -1.0977
C  2.7361  0.9871  -2.3995
O  3.4785  3.4182  -1.6850
H  9.7216  0.6598  -0.8445
H  9.1547  -0.9832  -1.1609
H  9.1928  -0.3710  0.4882
H  8.1744  2.3918  -1.3155
H  5.8276  3.2286  -1.5591
H  4.3626  -0.5964  -0.3217
H  6.6614  -1.4244  -0.1074
H  3.2731  1.2854  -3.3017
H  1.6596  1.1437  -2.4983
H  2.9205  -0.0581  -2.1410
O  -5.4440  -0.9942  -3.1878
C  -4.5496  -1.7243  -2.7709
C  -4.5457  -3.2304  -3.0578
C  -3.2880  -3.7099  -2.3480
C  -2.7004  -2.4164  -1.7974
O  -1.6172  -2.4285  -1.1892
N  -3.4666  -1.3398  -2.0340
H  -4.5266  -3.3771  -4.1391
H  -5.4721  -3.6651  -2.6806
H  -2.5516  -4.1884  -2.9956
H  -3.4748  -4.3867  -1.5121

Forces on the atoms, in the same order (eV/Å):
Tl -0.1876 0.0694 -0.0402
C 0.0155 0.0311 -0.0625
C -0.0757 0.0329 -0.0433
C 0.0222 0.0178 0.0703
C 0.0559 -0.0784 0.1075
C 0.0401 -0.0737 0.0155
C 0.0039 0.0678 -0.0105
N 0.2332 0.0629 0.0610
N -0.2325 0.0494 -0.3142
B 0.1030 -0.0712 0.0689
N -0.1364 -0.1730 0.2530
C 0.1362 0.1171 -0.0100
C 0.0516 -0.0638 0.0236
C -0.0315 -0.1653 -0.0166
N -0.2090 0.3107 -0.1286
C -0.0666 -0.0887 -0.0051
C -0.0601 0.0014 -0.0836
C -0.0305 -0.0073 -0.0923
N -0.1564 -0.0880 0.1070
C -0.0019 -0.1285 -0.0520
C 0.0943 -0.0391 0.1466
C 0.0079 0.0758 0.0674
N -0.1493 0.1844 -0.3133
C -0.0476 -0.0398 -0.0280
C -0.0876 0.0488 -0.0541
C 0.0200 -0.0065 0.0223
H -0.0096 0.0409 0.0025
H -0.0247 0.0381 0.1030
H 0.0391 -0.0240 0.0015
H 0.0426 -0.0171 0.0009
H 0.0413 -0.0133 -0.0057
H -0.0287 -0.0678 -0.0260
H -0.0213 0.0604 -0.0458
H 0.0802 0.0134 -0.0264
H 0.0477 -0.0271 0.0212
H 0.0010 -0.1353 0.0181
H 0.0818 -0.0363 0.0357
H 0.0357 0.0120 0.0519
H -0.1399 -0.0990 -0.1163
H 0.0204 0.0175 -0.0051
H 0.0090 0.0343 0.1072
H -0.0400 0.0167 0.0078
H 0.0560 0.0384 0.0036
H -0.0301 0.0027 0.0009
H 0.0090 -0.0510 0.0314
H 0.0069 -0.0488 0.0520
H -0.0343 -0.0672 -0.0016
H 0.0865 -0.0055 -0.0062
H 0.1034 0.0382 -0.0226
H -0.0735 0.0799 -0.0718
H -0.0595 0.1113 0.0881
H 0.0478 0.0152 0.0081
H -0.0044 -0.0359 -0.0051
H -0.0477 0.0130 -0.0651
F 0.1819 -0.0172 -0.0158
C -0.1997 -0.0361 -0.0041
F 0.1283 -0.1109 -0.1597
F 0.2335 0.0737 0.1019
S -0.5160 0.0597 -0.2726
O 0.2767 -0.2851 0.3561
O 0.0046 -0.1790 0.0946
N -0.2105 0.1943 -0.3675
S -0.2528 0.9531 0.2379
O -0.1139 -0.2318 0.1308
O 0.2841 -0.0669 0.0004
C 0.0084 0.0611 0.1532
F 0.0033 -0.3190 -0.2415
F 0.0208 -0.1712 0.0746
F 0.2073 -0.1291 0.0188
C -0.0285 0.0001 -0.0089
C 0.0009 0.0404 -0.0077
C -0.0347 0.0258 0.0095
C 0.1711 -0.1235 -0.0893
C 0.1366 -0.0117 0.0172
C -0.0973 -0.0300 0.1195
C -0.0032 -0.0121 -0.0115
S -0.0055 0.5650 0.2339
C -0.0084 0.0030 -0.1505
O 0.0391 -0.3930 0.0960
H -0.0107 -0.0050 0.0036
H -0.0126 0.0247 0.0143
H -0.0090 0.0059 -0.0129
H -0.0278 -0.0272 0.0053
H -0.0028 -0.0324 0.0395
H 0.0934 0.0946 -0.0652
H -0.0105 0.0351 -0.0078
H -0.0023 -0.1005 -0.0312
H 0.0736 0.0957 0.0810
H 0.0065 0.0807 -0.0118
O 0.0772 -0.0404 0.0405
C 0.0394 0.3245 0.0965
C 0.1133 -0.1458 0.0399
C -0.1309 -0.1228 -0.1163
C 0.0394 0.4781 0.0575
O 0.1014 -0.0953 -0.0443
N -0.0450 -0.2997 -0.2043
H -0.0039 -0.0219 -0.0031
H -0.0034 -0.0200 0.0017
H -0.0102 -0.0129 -0.0023
H -0.0069 -0.0247 -0.0208

LUMO energy, eV: 3.689
Max |F|, Eh/bohr: 0.0197
Spin multiplicity: 1
Charge: -2



charge of number 1 (C32H41F2Ge2NSiTl)?
-1



Among the records above, which one has the highest charge?
C32H41F2Ge2NSiTl